(1)
Computed, not measured: the ion CH4ClN2O with charge +1 in a non-equilibrium geometry, with the ωB97M-V functional and the def2-TZVPD basis.

Geometry as XYZ:
```
9
Properties=species:S:1:pos:R:3
C -2.730 -0.830 0.589
N -1.362 -0.879 0.957
N 0.354 0.132 -0.534
O -0.417 -1.105 0.079
Cl -3.707 -0.865 1.889
H -0.933 -1.031 1.955
H 1.359 -0.051 -0.577
H 0.183 0.920 0.022
H 0.084 0.262 -1.479
```

The value obtained for the relative energy (zero: lowest compared OMol25 entry of this formula, charge and spin) is 120.16 kcal per mole. Its calculated total energy is -684.95301 Eh. The calculation puts the highest occupied orbital energy at -13.66 eV. The frontier orbital gap comes out at 8.0 eV. As for the net charge: +1.

(2)
Computed, not measured: a structure of composition C15H16HfN8O3S3, with the ωB97M-V functional and the def2-TZVPD basis.

Geometry as XYZ:
```
46
Properties=species:S:1:pos:R:3
Hf -0.568 0.326 -0.092
C 0.530 2.910 5.130
S -1.027 2.585 4.286
C -0.519 1.858 2.822
S -1.825 1.482 1.721
N 0.751 1.666 2.601
N 1.019 1.063 1.400
C 2.245 1.028 1.027
C 2.555 0.323 -0.217
C 3.818 0.326 -0.771
C 4.039 -0.359 -1.958
C 2.981 -1.021 -2.561
C 1.735 -0.955 -1.967
N 1.512 -0.304 -0.819
H 0.250 3.410 6.054
H 1.054 1.983 5.343
H 1.144 3.566 4.520
H 3.015 1.539 1.596
H 4.618 0.853 -0.270
H 5.024 -0.370 -2.405
H 3.114 -1.567 -3.484
H 0.883 -1.433 -2.432
N -0.862 -2.897 2.938
C -0.398 -1.691 2.647
N -0.617 -1.457 1.358
C -1.246 -2.597 0.929
N -1.408 -3.495 1.857
C -1.686 -2.677 -0.460
C -2.265 -3.799 -1.024
N -2.642 -3.814 -2.298
C -2.448 -2.708 -3.005
C -1.875 -1.569 -2.454
N -1.485 -1.555 -1.173
H -0.860 -3.377 3.828
H 0.066 -1.020 3.354
H -2.424 -4.697 -0.439
H -2.759 -2.723 -4.041
H -1.723 -0.669 -3.033
C -1.858 3.519 -2.673
S -1.105 2.078 -2.065
O -0.452 1.302 -3.088
O -2.140 1.215 -1.370
O -0.151 2.371 -0.941
H -2.854 3.233 -3.007
H -1.253 3.877 -3.503
H -1.905 4.242 -1.862
```

The value obtained for the relative energy (zero: lowest compared OMol25 entry of this formula, charge and spin) is 0.00 kcal per mole. Its calculated total energy is -2487.20712 Eh. The calculation puts the highest occupied orbital energy at -14.29 eV. The frontier orbital gap comes out at 7.0 eV. As for the net charge: +2.

(3)
Computed, not measured: a cluster of 3 separate species, C4H11NO in total in a non-equilibrium geometry, with the ωB97M-V functional and the def2-TZVPD basis.

Geometry as XYZ:
```
17
Properties=species:S:1:pos:R:3
C 1.453 -1.220 1.688
C 0.811 -1.044 0.458
C 0.501 0.174 -0.149
N -0.309 0.236 -1.349
C 0.323 1.003 -2.410
H -2.241 1.420 0.755
H 1.849 -0.355 2.178
H 1.504 -2.219 2.084
H 0.447 -1.933 -0.090
H 0.552 1.122 0.492
H -1.280 0.584 -1.155
H 0.530 2.044 -2.125
H 1.250 0.497 -2.754
H -0.332 1.021 -3.325
H -2.269 0.110 1.611
H -0.910 -0.650 1.996
O -1.879 -0.792 2.095
```

The value obtained for the relative energy (zero: lowest compared OMol25 entry of this formula, charge and spin) is 181.78 kcal per mole. Its calculated total energy is -288.72733 Eh. The calculation puts the highest occupied orbital energy at -7.23 eV. The frontier orbital gap comes out at 4.0 eV.

(4)
Computed, not measured: a cluster of 2 separate species, C5H14S in total in a non-equilibrium geometry, with the ωB97M-V functional and the def2-TZVPD basis.

Geometry as XYZ:
```
20
Properties=species:S:1:pos:R:3
C 0.062 -2.349 -0.276
C 1.333 -1.529 0.158
C 1.531 -1.633 1.650
H -0.039 -2.831 -1.299
H -0.865 -1.834 -0.123
H 0.242 -3.078 0.594
H 2.210 -1.834 -0.312
H 1.206 -0.440 -0.196
H 0.943 -2.552 1.976
H 2.538 -1.642 2.015
H 0.997 -0.834 2.309
C -0.176 3.160 -0.177
S -1.669 3.196 -1.254
C -2.008 1.382 -1.421
H -0.702 3.706 0.575
H 0.076 2.223 0.421
H 0.599 3.690 -0.724
H -2.929 1.091 -2.011
H -2.269 1.308 -0.240
H -1.081 0.800 -1.664
```

Its SMILES is CCC.CSC. The value obtained for the relative energy (zero: lowest compared OMol25 entry of this formula, charge and spin) is 54.53 kcal per mole. Its calculated total energy is -596.99041 Eh. The calculation puts the highest occupied orbital energy at -8.26 eV. The frontier orbital gap comes out at 9.2 eV.

(5)
Computed, not measured: the molecule C5H9NO in a non-equilibrium geometry, with the ωB97M-V functional and the def2-TZVPD basis.

Geometry as XYZ:
```
16
Properties=species:S:1:pos:R:3
C 2.072 -0.194 -0.076
C 0.680 0.216 0.389
C -0.427 -0.075 -0.615
O -0.473 -1.443 -0.985
C -1.838 0.217 -0.050
C -1.870 0.895 1.247
N -1.890 1.385 2.294
H 2.316 0.206 -1.068
H 2.826 0.182 0.620
H 2.176 -1.284 -0.105
H 0.655 1.290 0.600
H 0.431 -0.297 1.325
H -0.266 0.539 -1.515
H 0.372 -1.675 -1.390
H -2.324 -0.751 0.086
H -2.441 0.788 -0.758
```

Its SMILES is CC[C@@H](O)CC#N. The value obtained for the relative energy (zero: lowest compared OMol25 entry of this formula, charge and spin) is 25.42 kcal per mole. Its calculated total energy is -325.89704 Eh. The calculation puts the highest occupied orbital energy at -10.79 eV. The frontier orbital gap comes out at 11.5 eV.

(6)
Computed, not measured: a cluster of 3 separate species, C10H14IN2O6P in total in a non-equilibrium geometry, with the ωB97M-V functional and the def2-TZVPD basis.

Geometry as XYZ:
```
34
Properties=species:S:1:pos:R:3
O 2.156 -2.822 3.376
C 2.494 -3.541 2.478
O 3.202 -3.102 1.402
C 2.155 -5.038 2.439
O 0.881 -5.243 3.036
P -0.344 -5.027 2.050
O -0.660 -6.224 1.295
O -1.531 -4.582 2.996
O -0.006 -3.741 1.158
I -0.778 -3.797 -0.695
H 2.749 -3.444 0.626
H 2.909 -5.531 3.034
H 2.174 -5.407 1.419
H -1.244 -3.764 3.424
N -0.791 0.598 -1.569
C -1.658 -0.446 -1.390
C -2.892 -0.043 -1.831
C -2.764 1.292 -2.298
C -1.457 1.658 -2.124
H 0.183 0.587 -1.330
H -1.325 -1.386 -0.964
H -3.789 -0.640 -1.821
H -3.541 1.911 -2.714
H -0.946 2.575 -2.353
N 0.089 4.452 -0.855
C 0.955 5.066 0.009
C 1.193 6.329 -0.462
C 0.437 6.486 -1.654
C -0.235 5.313 -1.868
H -0.256 3.517 -0.757
H 1.326 4.553 0.879
H 1.836 7.060 -0.002
H 0.390 7.360 -2.281
H -0.913 5.018 -2.651
```

Its calculated total energy is -1589.51294 Eh. The calculation puts the highest occupied orbital energy at -8.39 eV. The frontier orbital gap comes out at 6.4 eV.